# 1
A molecular structure, C30H46AsBrCl2MgN4O3Si3. Source: the Open Molecules 2025 dataset; level of theory: wB97M-V/def2-TZVPD.

XYZ file:
```
91
Properties=species:S:1:pos:R:3:mulliken_charge:R:1
Mg 0.869 0.509 0.411 1.211
C 3.481 1.506 1.999 -1.107
O 2.867 0.538 1.109 0.380
C 3.691 -0.517 0.711 0.489
C 5.037 -0.629 0.983 -0.271
C 5.694 -1.787 0.571 -0.526
Br 7.528 -1.955 0.936 -0.131
C 5.031 -2.812 -0.078 -0.613
C 3.679 -2.673 -0.385 0.533
C 3.048 -1.502 -0.015 0.048
O 1.696 -1.266 -0.243 0.058
C 2.871 -3.772 -0.952 -0.140
N 2.879 -4.988 -0.526 -0.684
C 1.892 -5.648 -1.268 0.575
C 1.494 -6.982 -1.216 -0.843
C 0.495 -7.382 -2.084 -0.521
C -0.096 -6.482 -2.985 -0.561
C 0.281 -5.152 -3.037 -0.853
C 1.279 -4.760 -2.151 0.384
N 1.876 -3.517 -1.902 -0.094
H 3.926 0.987 2.845 0.488
H 2.694 2.169 2.338 0.138
H 4.232 2.076 1.459 0.350
H 5.587 0.142 1.505 0.568
H 5.543 -3.728 -0.341 0.605
H 1.232 -2.103 -0.431 0.240
H 1.964 -7.674 -0.529 0.475
H 0.165 -8.413 -2.081 0.427
H -0.859 -6.844 -3.663 0.434
H -0.161 -4.470 -3.753 0.458
H 2.025 -2.839 -2.635 0.255
N -2.689 -3.782 -0.169 -0.197
C -2.848 -3.461 1.148 -0.046
O -3.819 -3.745 1.810 -0.583
C -1.748 -2.639 1.777 0.261
C -1.471 -2.811 3.129 -0.531
C -0.526 -1.998 3.729 -1.031
C 0.079 -1.012 2.971 -0.590
N -0.207 -0.808 1.677 0.566
C -1.100 -1.629 1.097 -0.908
H -3.385 -4.402 -0.557 0.272
H -1.767 -3.836 -0.568 0.103
H -2.004 -3.573 3.686 0.533
H -0.266 -2.111 4.773 0.522
H 0.806 -0.345 3.421 0.416
H -1.333 -1.445 0.054 0.775
Cl 2.540 2.871 -0.919 -0.075
C 4.220 3.221 -1.479 -0.708
Cl 5.171 1.757 -1.587 -0.068
H 4.652 3.889 -0.749 0.372
H 4.127 3.685 -2.450 0.409
C 0.169 5.359 -0.276 -1.037
Si -0.867 4.206 -1.319 0.667
C -0.133 3.737 -2.963 -1.041
C -2.521 5.017 -1.613 -1.285
As -1.122 2.160 -0.073 -0.217
Si -1.786 2.916 2.117 0.358
C -0.169 3.314 2.970 -0.603
C -2.872 4.414 1.970 -1.091
C -2.695 1.580 3.040 -0.848
Si -2.884 0.924 -1.148 0.590
C -1.996 -0.196 -2.369 -0.846
C -3.865 -0.013 0.134 -0.906
C -4.035 2.036 -2.084 -1.099
H 0.754 6.003 -0.944 0.426
H 0.868 4.873 0.405 0.202
H -0.487 6.013 0.305 0.404
H 0.121 4.649 -3.516 0.438
H -0.882 3.202 -3.556 0.312
H 0.761 3.118 -2.900 0.254
H -2.326 6.093 -1.698 0.435
H -3.241 4.885 -0.806 0.281
H -2.986 4.698 -2.545 0.399
H 0.188 4.314 2.712 0.348
H 0.622 2.604 2.715 -0.330
H -0.300 3.275 4.056 0.489
H -2.408 5.231 1.415 0.230
H -3.095 4.786 2.977 0.408
H -3.825 4.169 1.495 0.316
H -2.156 0.631 3.091 0.121
H -3.680 1.390 2.611 0.303
H -2.848 1.932 4.066 0.456
H -0.994 -0.507 -2.064 -0.092
H -1.885 0.327 -3.324 0.388
H -2.587 -1.099 -2.554 0.404
H -3.318 -0.306 1.028 0.057
H -4.284 -0.919 -0.319 0.398
H -4.709 0.608 0.451 0.448
H -3.552 2.566 -2.905 0.245
H -4.543 2.761 -1.446 0.347
H -4.803 1.387 -2.520 0.408
```

As for the total charge: +2. For the HOMO energy, the calculation gives -13.186 eV. As for the gap between HOMO and LUMO: 7.962 eV. The energy above the lowest of the compared OMol25 structures with the same formula, charge and spin comes out at 0.000 eV.

***

# 2
10 unconnected molecules or ions with the total composition C39H94N4O10. Source: the Open Molecules 2025 dataset; level of theory: wB97M-V/def2-TZVPD.

XYZ file:
```
147
Properties=species:S:1:pos:R:3:mulliken_charge:R:1
C 2.039 0.938 5.705 -1.480
C 2.386 2.310 5.065 1.510
C 1.639 3.382 5.849 -1.965
C 3.888 2.588 5.167 -1.246
C 4.679 1.826 4.123 -0.666
C 4.179 2.153 2.725 -1.227
C 2.706 1.833 2.520 2.761
C 2.222 2.530 1.268 -2.111
C 2.516 0.332 2.308 -1.846
N 1.982 2.382 3.654 0.029
O 0.590 2.210 3.474 -0.351
H 0.978 0.863 5.927 0.323
H 2.356 0.112 5.077 0.292
H 2.598 0.827 6.640 0.459
H 0.571 3.440 5.648 0.392
H 1.785 3.244 6.923 0.414
H 2.048 4.381 5.643 0.399
H 4.037 3.667 5.069 0.373
H 4.182 2.289 6.174 0.448
H 5.748 2.075 4.156 0.469
H 4.661 0.753 4.340 0.285
H 4.749 1.608 1.965 0.124
H 4.347 3.207 2.479 0.502
H 2.852 2.235 0.427 0.047
H 2.187 3.609 1.419 0.608
H 1.198 2.227 1.034 0.320
H 1.476 0.052 2.122 0.249
H 2.831 -0.267 3.164 0.523
H 3.118 0.002 1.455 0.008
H 0.207 3.094 3.480 0.241
C 5.592 -0.714 -4.694 -1.512
C 4.987 -1.817 -3.796 1.224
C 4.663 -3.045 -4.671 -1.728
C 5.988 -2.257 -2.733 -1.441
C 6.191 -1.208 -1.670 -0.953
C 4.873 -0.836 -0.994 -0.777
C 3.774 -0.435 -1.991 1.971
C 2.441 -0.507 -1.272 0.624
C 3.999 0.974 -2.514 -1.436
N 3.763 -1.435 -3.084 1.128
O 2.698 -1.175 -3.985 -0.477
H 5.979 -1.114 -5.629 0.504
H 4.850 0.045 -4.962 0.195
H 6.399 -0.170 -4.202 0.298
H 3.700 -3.483 -4.405 0.084
H 4.585 -2.772 -5.722 0.397
H 5.398 -3.835 -4.526 0.473
H 5.730 -3.226 -2.311 0.486
H 6.938 -2.349 -3.277 0.454
H 6.952 -1.538 -0.960 0.454
H 6.621 -0.302 -2.112 0.291
H 5.009 0.080 -0.408 -0.023
H 4.518 -1.652 -0.363 0.454
H 2.518 0.192 -0.429 -0.799
H 2.213 -1.494 -0.875 -0.025
H 1.611 -0.156 -1.886 -0.717
H 3.819 1.723 -1.732 0.175
H 3.290 1.229 -3.308 0.117
H 5.009 1.173 -2.871 0.353
H 3.048 -0.572 -4.662 0.343
C -3.386 1.519 -3.469 -1.721
C -2.860 2.825 -2.841 1.943
C -3.937 3.891 -3.042 -1.948
C -2.662 2.630 -1.347 -1.369
C -1.368 1.873 -1.012 0.819
C -0.165 2.540 -1.659 -0.785
C -0.329 2.716 -3.164 1.825
C 0.768 3.666 -3.655 -1.677
C -0.113 1.349 -3.854 -0.752
N -1.621 3.323 -3.438 0.245
O -1.832 3.469 -4.834 -0.498
H -3.470 1.556 -4.553 0.431
H -2.770 0.663 -3.189 0.210
H -4.379 1.311 -3.056 0.473
H -4.665 3.846 -2.223 0.342
H -3.516 4.898 -2.983 0.453
H -4.490 3.776 -3.973 0.386
H -2.611 3.625 -0.889 0.425
H -3.512 2.074 -0.955 0.023
H -1.267 1.813 0.074 0.498
H -1.503 0.849 -1.380 -0.724
H 0.710 1.905 -1.513 -0.600
H -0.055 3.529 -1.207 0.536
H 1.747 3.196 -3.661 0.066
H 0.776 4.573 -3.043 0.443
H 0.536 4.005 -4.667 0.484
H 0.950 1.088 -3.807 -0.147
H -0.431 1.349 -4.894 0.419
H -0.608 0.538 -3.315 -0.054
H -1.643 4.399 -4.997 0.356
C -4.362 -3.289 1.704 -1.716
C -5.249 -2.291 0.952 1.852
C -4.725 -2.078 -0.470 -1.350
C -6.656 -2.861 0.891 -1.488
C -7.672 -1.851 0.395 -0.555
C -7.659 -0.633 1.324 -1.444
C -6.275 -0.021 1.564 2.221
C -5.897 0.972 0.473 -1.960
C -6.377 0.757 2.881 -2.047
N -5.296 -1.086 1.787 -0.162
O -3.991 -0.501 1.839 0.084
H -4.749 -3.353 2.721 0.472
H -3.379 -2.821 1.766 0.085
H -4.298 -4.261 1.221 0.393
H -4.673 -3.023 -1.021 0.487
H -3.714 -1.666 -0.469 -0.162
H -5.383 -1.457 -1.076 0.355
H -6.641 -3.757 0.265 0.448
H -6.945 -3.181 1.899 0.348
H -8.682 -2.265 0.415 0.406
H -7.454 -1.530 -0.627 0.308
H -8.051 -0.953 2.294 0.454
H -8.322 0.132 0.917 0.413
H -4.929 1.408 0.726 0.278
H -5.926 0.591 -0.547 0.316
H -6.579 1.832 0.489 0.488
H -7.328 1.291 2.999 0.395
H -6.301 0.091 3.740 0.475
H -5.617 1.544 2.950 0.356
H -3.726 -0.520 2.768 0.216
C -0.546 -3.339 4.334 -0.386
O 0.834 -3.474 4.662 -0.601
H -1.107 -3.984 5.009 0.394
H -0.880 -2.306 4.453 0.169
H -0.744 -3.666 3.308 0.107
H 1.345 -3.216 3.887 0.323
C -0.967 -1.805 0.444 0.054
O -0.038 -1.460 1.483 1.237
H -1.533 -2.673 0.775 0.386
H -1.590 -0.924 0.310 -0.432
H -0.435 -1.991 -0.495 -0.210
H 0.594 -2.177 1.632 -0.361
C 0.343 -2.989 -3.457 -0.393
O 1.530 -3.578 -2.899 -0.802
H -0.505 -3.624 -3.222 0.380
H 0.186 -1.980 -3.061 -0.109
H 0.458 -2.867 -4.537 0.283
H 2.236 -2.932 -3.057 0.337
O 2.076 -3.364 1.962 -0.592
H 2.826 -3.811 2.365 0.293
H 1.948 -3.795 1.091 0.184
O 1.324 -4.434 -0.371 -0.600
H 0.992 -5.335 -0.409 0.230
H 1.182 -4.049 -1.260 0.325
O -1.251 0.072 3.557 -0.762
H -0.998 -0.351 2.727 0.104
H -0.630 0.813 3.589 0.352
```

As for the total charge: 0. For the HOMO energy, the calculation gives -8.153 eV. As for the gap between HOMO and LUMO: 8.566 eV. The energy above the lowest of the compared OMol25 structures with the same formula, charge and spin comes out at 0.000 eV.

***

# 3
A molecular structure, C31H42BF5N8OPtS3Se2Te. Source: the Open Molecules 2025 dataset; level of theory: wB97M-V/def2-TZVPD.

XYZ file:
```
95
Properties=species:S:1:pos:R:3:mulliken_spin:R:1
Pt -0.789 1.258 0.290 1.302
C 5.652 1.168 3.099 -0.001
C 4.875 1.214 1.787 -0.014
C 4.092 2.521 1.715 0.011
C 5.846 1.059 0.618 0.010
N 3.906 0.047 1.764 0.097
C 3.822 -0.884 2.733 0.133
C 2.917 -1.837 2.326 0.140
N 2.451 -1.488 1.113 0.096
B 1.421 -2.428 0.410 0.001
N 1.413 -2.326 -1.151 0.054
C 2.272 -3.066 -1.873 0.164
C 1.987 -2.887 -3.210 0.126
N 0.931 -2.062 -3.301 0.103
C 0.575 -1.673 -2.021 -0.005
S -0.606 -0.568 -1.646 0.608
C 0.274 -1.655 -4.615 -0.005
C 1.011 -2.359 -5.749 -0.002
C -1.177 -2.130 -4.588 0.010
C 0.400 -0.146 -4.796 0.014
N -0.008 -2.355 1.009 0.022
C -0.821 -3.465 0.895 0.012
C -1.918 -3.252 1.643 -0.006
N -1.788 -2.011 2.240 0.007
C -0.627 -1.469 1.816 0.034
S -0.018 0.133 2.159 0.194
C -2.830 -1.569 3.250 -0.016
C -2.484 -0.264 3.954 0.014
C -2.923 -2.674 4.305 0.002
C -4.150 -1.403 2.503 0.006
C 3.046 -0.308 0.742 -0.134
S 2.713 0.529 -0.659 0.646
H 6.343 2.009 3.100 0.000
H 6.249 0.260 3.197 0.000
H 5.003 1.279 3.968 0.001
H 4.789 3.345 1.864 -0.001
H 3.335 2.569 2.499 -0.002
H 3.616 2.657 0.749 -0.003
H 6.595 1.847 0.686 0.000
H 5.346 1.153 -0.343 -0.003
H 6.362 0.099 0.664 0.000
H 4.398 -0.848 3.638 0.011
H 2.601 -2.735 2.829 0.006
H 1.820 -3.537 0.635 0.004
H 3.016 -3.696 -1.416 0.007
H 2.471 -3.322 -4.064 0.011
H 0.963 -3.446 -5.669 0.001
H 2.050 -2.036 -5.826 0.001
H 0.519 -2.081 -6.678 0.000
H -1.233 -3.208 -4.431 -0.001
H -1.624 -1.907 -5.556 -0.001
H -1.762 -1.623 -3.824 0.004
H 1.434 0.184 -4.704 -0.001
H -0.195 0.418 -4.085 -0.006
H 0.048 0.106 -5.796 -0.001
H -0.531 -4.324 0.316 0.001
H -2.762 -3.890 1.823 0.002
H -1.539 -0.322 4.491 0.002
H -3.273 -0.089 4.686 0.002
H -2.463 0.583 3.272 -0.014
H -1.956 -2.836 4.783 0.000
H -3.275 -3.621 3.898 0.000
H -3.633 -2.366 5.071 0.000
H -4.074 -0.602 1.768 -0.005
H -4.931 -1.149 3.220 0.000
H -4.452 -2.319 1.994 0.000
Se -3.679 2.746 1.265 0.022
Se -2.871 2.120 -0.872 0.175
C -4.012 0.573 -1.111 0.017
C -5.253 0.786 -1.694 -0.006
C -6.051 -0.328 -1.918 0.002
C -5.564 -1.577 -1.567 0.001
C -4.302 -1.667 -0.999 0.012
N -3.530 -0.606 -0.764 -0.003
C -2.120 3.810 1.609 -0.010
C -2.255 5.037 2.208 0.010
C -1.095 5.786 2.432 -0.003
C 0.121 5.315 2.003 0.009
C 0.158 4.071 1.372 -0.004
N -0.926 3.314 1.228 0.089
H -5.579 1.780 -1.967 -0.002
H -7.029 -0.217 -2.366 0.000
H -6.147 -2.472 -1.734 0.000
H -3.885 -2.629 -0.720 -0.003
H -3.231 5.418 2.471 0.000
H -1.163 6.755 2.908 -0.001
H 1.035 5.880 2.107 0.001
H 1.174 2.843 0.341 0.001
F 0.129 2.245 -1.472 0.037
Te 1.399 3.478 -2.862 0.012
F 0.075 4.856 -2.644 0.000
F 2.106 4.318 -4.373 0.003
F 0.107 2.733 -3.977 0.001
F 2.343 1.806 -3.333 0.004
O 1.325 3.621 0.906 0.000
```

As for the total charge: +2. For the HOMO energy (alpha / beta), the calculation gives -12.671 / -13.344 eV. As for the gap between HOMO and LUMO (alpha / beta): 7.191 / 5.502 eV. As for the multiplicity: 5. The energy above the lowest of the compared OMol25 structures with the same formula, charge and spin comes out at 0.000 eV.

***

# 4
C5H9NO in the gas phase. Source: the Open Molecules 2025 dataset; level of theory: wB97M-V/def2-TZVPD.

XYZ file:
```
16
Properties=species:S:1:pos:R:3:nbo_charge:R:1
C -1.432 0.982 1.441 -0.723
C -1.537 -0.073 0.388 0.591
O -2.585 -0.491 -0.055 -0.533
C -0.230 -0.658 -0.072 -0.197
C 1.121 -0.411 0.519 -0.247
N 0.694 0.304 -0.655 -0.383
C 1.244 -0.094 -1.935 -0.412
H -2.389 1.418 1.721 0.238
H -1.018 0.434 2.285 0.230
H -0.712 1.757 1.177 0.243
H -0.361 -1.609 -0.587 0.211
H 1.842 -1.218 0.390 0.196
H 1.276 0.183 1.417 0.206
H 2.145 0.487 -2.152 0.204
H 0.492 0.122 -2.698 0.209
H 1.490 -1.168 -1.979 0.169
```

As for the total charge: 0. For the HOMO energy, the calculation gives -9.378 eV. As for the gap between HOMO and LUMO: 10.337 eV. The energy above the lowest of the compared OMol25 structures with the same formula, charge and spin comes out at 2.053 eV.